No. 1
A structure of composition C26H30BBaF2NO2S2, computed with ωB97M-V/def2-TZVPD.

Each line ends with the Mulliken charge.
Atoms and positions in Å:
Ba (-1.48, 0.34, 1.74)  2.3098
C (1.34, 1.45, 1.52)  -1.7157
C (2.36, 0.59, 1.08)  1.4557
C (2.71, 0.48, -0.29)  -0.1358
C (3.81, -0.23, -0.70)  -0.8191
C (4.60, -0.92, 0.24)  0.0143
C (4.22, -0.90, 1.59)  -0.5797
C (3.14, -0.17, 2.00)  -0.6950
C (5.72, -1.64, -0.19)  0.2042
N (6.62, -2.25, -0.56)  -0.6155
H (1.10, 2.26, 0.83)  0.2806
H (1.43, 1.80, 2.54)  0.2041
H (2.09, 0.99, -1.02)  0.3083
H (4.09, -0.25, -1.74)  0.4242
H (4.81, -1.46, 2.30)  0.4620
H (2.87, -0.15, 3.04)  0.3736
C (-0.05, 7.25, 0.99)  -1.4095
C (0.03, 5.74, 0.74)  -0.0883
C (-1.29, 5.05, 1.02)  -1.1826
S (-1.20, 3.27, 0.52)  0.8823
O (-1.81, 2.54, 1.66)  -0.9050
C (-2.51, 3.30, -0.77)  -0.7031
C (-1.90, 3.72, -2.10)  -0.3449
C (-0.86, 2.72, -2.58)  -1.0705
H (0.91, 7.72, 0.80)  0.3877
H (-0.34, 7.44, 2.02)  0.3497
H (-0.79, 7.70, 0.33)  0.3355
H (0.81, 5.30, 1.37)  0.3354
H (0.31, 5.57, -0.30)  0.2889
H (-2.11, 5.53, 0.48)  0.4004
H (-1.51, 5.04, 2.08)  0.4958
H (-3.31, 3.95, -0.43)  0.3860
H (-2.88, 2.28, -0.81)  0.1951
H (-1.44, 4.71, -1.99)  0.2315
H (-2.70, 3.80, -2.84)  0.3946
H (-0.01, 2.70, -1.90)  0.2579
H (-0.50, 2.99, -3.57)  0.4118
H (-1.29, 1.72, -2.63)  0.2713
F (-3.78, -0.45, -0.80)  -0.2937
B (-3.82, -0.21, 0.55)  -0.4848
F (-4.89, -0.88, 1.00)  -0.2739
O (-1.38, -1.87, 1.65)  -0.8381
S (-1.85, -2.49, 0.38)  0.2209
C (-1.84, -4.27, 0.67)  0.3397
C (-2.59, -5.08, -0.17)  -0.2065
C (-2.56, -6.45, 0.00)  -0.6277
C (-1.77, -7.01, 0.99)  -0.4387
C (-1.03, -6.20, 1.84)  -0.7103
C (-1.07, -4.82, 1.68)  -0.3005
C (-0.35, -2.57, -0.64)  0.8073
C (-0.46, -2.62, -2.02)  -0.4097
C (0.69, -2.72, -2.78)  -0.7394
C (1.93, -2.80, -2.17)  -0.4647
C (2.02, -2.75, -0.79)  -1.0186
C (0.88, -2.62, -0.02)  -0.2160
H (-3.21, -4.63, -0.93)  0.4347
H (-3.15, -7.09, -0.65)  0.3950
H (-1.73, -8.08, 1.11)  0.3899
H (-0.43, -6.63, 2.61)  0.3971
H (-0.52, -4.17, 2.35)  0.3174
H (-1.44, -2.59, -2.48)  0.4528
H (0.61, -2.75, -3.86)  0.4248
H (2.82, -2.90, -2.76)  0.5055
H (2.99, -2.83, -0.32)  0.5621
H (0.95, -2.55, 1.06)  0.3791

Summary:
- E_LUMO: -0.075 eV
- Frontier orbital gap: 5.8 eV

=====

No. 2
A cluster of 2 separate species, C12H24BrN4O2 in total, computed with ωB97M-V/def2-TZVPD.

Each line ends with the Mulliken charge.
Atoms and positions in Å:
C (4.90, 0.81, 3.05)  -1.0441
C (4.40, 1.15, 1.59)  -0.5246
C (3.35, 2.33, 1.57)  -0.5597
O (2.19, 2.03, 0.77)  -0.3517
C (1.39, 1.19, 1.32)  0.4971
N (0.12, 0.96, 0.90)  -0.4330
C (-0.39, 0.00, 1.67)  0.4078
N (-1.58, -0.58, 1.63)  -0.1677
C (-2.59, -0.17, 0.64)  -0.3260
C (-4.00, -0.45, 1.30)  -0.6262
C (-4.94, 0.73, 0.96)  -0.7714
Br (-6.52, 0.73, 2.14)  -0.1628
N (0.53, -0.39, 2.62)  -0.5615
N (1.60, 0.37, 2.33)  0.3642
H (4.57, -0.23, 3.25)  0.2607
H (4.33, 1.42, 3.77)  0.3357
H (5.98, 0.93, 3.18)  0.3235
H (5.30, 1.45, 1.03)  0.3927
H (3.92, 0.30, 1.09)  0.4235
H (3.11, 2.70, 2.58)  0.4232
H (3.86, 3.16, 1.06)  0.2918
H (-1.76, -1.31, 2.31)  0.2652
H (-2.49, -0.75, -0.30)  0.0676
H (-2.52, 0.91, 0.44)  0.4258
H (-4.41, -1.43, 1.01)  0.3432
H (-3.83, -0.41, 2.39)  0.3942
H (-5.34, 0.56, -0.06)  0.3752
H (-4.47, 1.71, 1.08)  0.4415
H (0.50, -1.08, 3.36)  0.1815
H (2.44, 0.27, 2.89)  0.3099
C (0.36, -0.85, -3.74)  -0.5825
C (-0.14, -1.88, -4.74)  -0.5542
C (-1.47, -2.30, -4.13)  -0.3989
O (-1.97, -1.16, -3.42)  -0.3976
C (-0.94, -0.17, -3.33)  -0.1353
H (1.09, -0.16, -4.15)  0.3613
H (0.81, -1.36, -2.88)  0.2423
H (-0.31, -1.41, -5.71)  0.2659
H (0.54, -2.72, -4.89)  0.3420
H (-1.33, -3.12, -3.41)  0.2520
H (-2.19, -2.62, -4.87)  0.2723
H (-1.19, 0.65, -4.00)  0.2832
H (-0.90, 0.22, -2.31)  0.0539

Summary:
- E_LUMO: -2.871 eV
- Frontier orbital gap: 8.7 eV
- Charge: +1

=====

No. 3
A cluster of 2 separate species, C5H12O in total, computed with ωB97M-V/def2-TZVPD.

Each line ends with the Mulliken charge.
Atoms and positions in Å:
C (1.38, -0.71, 1.50)  -0.8735
C (1.19, -1.18, 0.26)  0.0712
C (2.11, -0.92, -0.89)  -1.0215
H (0.70, -0.96, 2.31)  0.3222
H (2.23, -0.07, 1.73)  0.2998
H (0.32, -1.80, 0.05)  0.2995
H (2.87, -1.71, -0.90)  0.3348
H (2.63, 0.05, -0.79)  0.2709
H (1.60, -0.92, -1.86)  0.2751
C (-2.37, 1.56, -0.18)  -1.1254
C (-1.53, 0.31, -0.29)  -0.1847
O (-0.18, 0.71, -0.37)  -0.4838
H (-2.13, 2.20, -1.03)  0.2748
H (-2.10, 2.10, 0.74)  0.2848
H (-3.44, 1.35, -0.17)  0.3686
H (-1.71, -0.37, 0.57)  0.2936
H (-1.78, -0.26, -1.20)  0.2854
H (0.22, 0.61, 0.51)  0.3082

Summary:
- Energy above the lowest of the compared OMol25 structures with the same formula, charge and spin: 1.655 eV
- E_LUMO: 1.094 eV
- SMILES string: C=CC.CCO
- Frontier orbital gap: 10.3 eV

=====

No. 4
The molecule C16H27N3O3S, computed with ωB97M-V/def2-TZVPD.

Each line ends with the Mulliken charge.
Atoms and positions in Å:
C (3.83, 0.49, 2.27)  -1.2334
C (4.53, -0.59, 1.97)  1.0086
C (4.82, -1.68, 2.95)  -1.3916
C (5.11, -0.78, 0.60)  -0.8106
S (4.50, -2.32, -0.21)  -0.1427
C (2.82, -1.96, -0.31)  0.4999
N (1.87, -2.81, -0.57)  -0.7448
N (0.72, -2.10, -0.54)  -0.1170
C (1.02, -0.88, -0.27)  -0.3243
C (0.09, 0.26, -0.05)  -0.0071
N (-1.22, -0.05, -0.57)  -0.0469
C (-1.73, 0.63, -1.63)  0.5762
O (-1.25, 1.65, -2.07)  -0.6556
O (-2.85, 0.02, -2.05)  -0.5263
C (-3.63, 0.58, -3.14)  1.6624
C (-4.14, 1.97, -2.75)  -1.6375
C (-2.79, 0.64, -4.42)  -1.6229
C (-4.79, -0.40, -3.30)  -1.7092
C (0.04, 0.62, 1.46)  0.9769
C (-0.73, 1.92, 1.64)  -1.6456
C (-0.56, -0.52, 2.28)  -0.3794
C (-0.17, -0.46, 3.75)  -1.3427
O (2.35, -0.71, -0.11)  -0.1938
H (3.44, 0.65, 3.26)  0.3819
H (3.64, 1.27, 1.55)  0.3098
H (5.90, -1.79, 3.08)  0.3342
H (4.37, -1.47, 3.92)  0.3904
H (4.44, -2.63, 2.58)  0.3486
H (6.19, -0.93, 0.64)  0.4668
H (4.88, 0.06, -0.06)  0.3332
H (0.44, 1.14, -0.61)  0.8376
H (-1.58, -0.98, -0.39)  0.3747
H (-3.31, 2.65, -2.63)  0.3439
H (-4.70, 1.91, -1.82)  0.3772
H (-4.80, 2.34, -3.54)  0.4648
H (-2.40, -0.35, -4.65)  0.3776
H (-3.41, 0.97, -5.24)  0.4643
H (-1.97, 1.33, -4.29)  0.3476
H (-5.45, -0.07, -4.10)  0.4161
H (-4.41, -1.39, -3.53)  0.4013
H (-5.36, -0.46, -2.37)  0.4014
H (1.08, 0.77, 1.78)  -0.3752
H (-0.78, 2.19, 2.69)  0.4589
H (-1.74, 1.81, 1.26)  0.2900
H (-0.25, 2.73, 1.10)  0.4053
H (-1.65, -0.49, 2.19)  0.2682
H (-0.23, -1.48, 1.87)  0.4125
H (-0.50, 0.47, 4.20)  0.3307
H (0.91, -0.52, 3.86)  0.2351
H (-0.62, -1.28, 4.30)  0.4109

Summary:
- Energy above the lowest of the compared OMol25 structures with the same formula, charge and spin: 1.889 eV
- E_LUMO: 0.559 eV
- SMILES string: C=C(C)CSc1nnc([C@@H](NC(=O)OC(C)(C)C)[C@@H](C)CC)o1
- Frontier orbital gap: 9.4 eV

=====

The records above give, respectively, molecular weight values of 638.8 336.3 88.1 341.5 Da.